#1
The following is a DFT calculation (wB97M-V/def2-TZVPD) of a molecular structure, C39H91N13O13.

Charge: 0
HOMO energy in Eh: -0.2685
2S+1: 1

Geometry as XYZ:
```
156
Properties=species:S:1:pos:R:3:lowdin_charge:R:1
C 3.95051 -2.25181 -1.97758 0.01
C 4.84025 -2.86002 -0.90783 -0.52
O 4.38397 -3.09212 0.20793 0.02
N 6.10579 -3.21240 -1.23706 0.01
C 7.04944 -3.84380 -0.34884 -0.07
H 3.14643 -2.92038 -2.28029 0.07
H 4.56297 -1.98935 -2.84438 0.06
H 3.44814 -1.35989 -1.60942 0.07
H 6.36870 -3.24233 -2.20754 0.12
H 7.49945 -4.70910 -0.83583 0.08
H 6.59448 -4.24479 0.55629 0.08
H 7.81764 -3.15416 0.00404 0.09
C -2.15573 3.42226 1.59405 0.00
C -0.98497 4.34838 1.82182 -0.56
O -1.14161 5.56574 1.83448 0.02
N 0.19394 3.75919 2.08835 0.02
C 1.39543 4.50902 2.36124 -0.06
H -2.83693 3.94436 0.92554 0.07
H -2.64518 3.23603 2.54851 0.09
H -1.76367 2.51919 1.12338 0.05
H 0.19111 2.74458 2.16837 0.08
H 1.59119 5.28479 1.61800 0.06
H 2.26109 3.85132 2.36250 0.08
H 1.28832 5.04425 3.30805 0.09
C -0.55367 -3.64207 -2.70526 0.01
C -0.66835 -2.13305 -2.69619 -0.53
O 0.29274 -1.36117 -2.70317 0.01
N -1.92971 -1.67932 -2.74061 0.03
C -2.32066 -0.26873 -2.80221 -0.04
H -1.16057 -4.03351 -3.51721 0.09
H -0.80654 -3.98037 -1.70131 0.06
H 0.49450 -3.88599 -2.87207 0.08
H -2.72413 -2.29580 -2.71178 0.14
H -2.37518 0.03900 -3.84558 0.09
H -1.58614 0.34883 -2.28945 0.07
H -3.28379 -0.12378 -2.31838 0.08
C -0.84039 -1.16017 0.91209 0.02
C -0.02116 0.09618 0.72805 -0.48
O -0.00686 0.97870 1.60027 -0.04
N 0.58357 0.24052 -0.43977 0.06
C 1.51565 1.30966 -0.72317 -0.04
H -1.81160 -1.17617 0.41932 0.08
H -1.00924 -1.34359 1.97405 0.06
H -0.27751 -2.03682 0.57454 0.06
H 0.59956 -0.54482 -1.09592 0.09
H 1.12330 2.04961 -1.42560 0.06
H 2.43037 0.93437 -1.17647 0.06
H 1.80229 1.88714 0.15422 0.08
C -2.62423 -4.94572 5.84412 -0.15
C -1.65428 -3.77986 5.86036 -0.48
O -1.54106 -3.05029 6.83824 0.05
N -1.01110 -3.51327 4.69972 0.03
C -0.10337 -2.39929 4.53881 -0.05
H -3.60466 -4.68795 5.45243 0.05
H -2.56652 -5.54899 6.74483 0.06
H -2.22535 -5.64908 5.09344 0.11
H -1.27311 -4.02041 3.87063 0.08
H -0.43087 -1.52155 5.10694 0.03
H -0.10388 -2.10309 3.49322 0.07
H 0.86290 -2.60329 5.00327 0.10
C -1.50861 -6.55848 0.31584 0.02
C -0.64756 -5.45076 0.92252 -0.51
O -0.91042 -4.97654 2.01600 -0.06
N 0.38581 -5.07663 0.14630 0.02
C 1.34527 -4.04674 0.48192 -0.04
H -2.30137 -6.05636 -0.24625 0.09
H -2.03008 -7.19077 1.03019 0.09
H -0.93482 -7.22882 -0.32620 0.08
H 0.53487 -5.67567 -0.64552 0.13
H 0.96565 -3.23606 1.09678 0.07
H 1.58975 -3.59796 -0.48752 0.07
H 2.30288 -4.36875 0.88824 0.08
C -2.01411 0.17065 4.60850 0.01
C -0.69188 0.46509 5.28179 -0.60
O -0.54733 0.41517 6.49691 0.05
N 0.32552 0.76556 4.45319 0.00
C 1.69043 1.02994 4.88971 -0.05
H -2.20692 -0.88578 4.80072 0.08
H -1.96047 0.39773 3.54005 0.05
H -2.83302 0.78977 4.97141 0.09
H 0.14514 0.89365 3.46195 0.07
H 2.31896 1.11358 4.00420 0.08
H 2.00869 0.14973 5.44799 0.09
H 1.76848 1.94595 5.47184 0.08
C -1.32440 3.83877 -2.31175 0.01
C -2.44256 3.39970 -3.21731 -0.56
O -2.22545 3.12865 -4.39060 0.04
N -3.68187 3.38381 -2.69973 0.01
C -4.86474 3.05805 -3.49905 -0.06
H -1.64451 4.54942 -1.54576 0.08
H -0.51103 4.23460 -2.91236 0.07
H -0.94149 3.00054 -1.71765 0.07
H -3.87978 3.72447 -1.77528 0.12
H -5.67762 2.72348 -2.85968 0.07
H -4.53644 2.25155 -4.15318 0.08
H -5.21655 3.89871 -4.09490 0.09
C -3.95285 0.44369 1.01057 0.00
C -5.01973 -0.48883 0.48953 -0.54
O -4.91364 -1.70443 0.60746 0.02
N -6.02910 0.11981 -0.13854 0.01
C -7.14196 -0.57538 -0.77803 -0.05
H -4.30836 1.30301 1.58388 0.09
H -3.41314 0.89418 0.17087 0.08
H -3.21825 -0.06409 1.63104 0.06
H -6.07275 1.11998 -0.06420 0.13
H -7.51138 -1.30796 -0.05996 0.09
H -6.79698 -1.08904 -1.67455 0.08
H -7.89823 0.16546 -1.01735 0.09
C 4.97663 2.39366 -0.95796 0.00
C 6.17704 1.70119 -1.53184 -0.55
O 7.26282 1.71532 -0.97927 0.03
N 5.92255 0.95702 -2.63666 0.02
C 6.95623 0.24079 -3.35071 -0.07
H 5.18016 3.45896 -0.79928 0.09
H 4.82746 2.11765 0.08840 0.09
H 4.06977 2.32430 -1.55298 0.04
H 4.98697 0.94601 -3.02908 0.07
H 7.13606 0.72265 -4.31297 0.08
H 6.69199 -0.81305 -3.44698 0.06
H 7.90125 0.23490 -2.81136 0.08
C 2.36091 5.30556 -1.97930 0.00
C 1.37481 6.26866 -2.60350 -0.57
O 1.31947 6.37114 -3.82838 0.01
N 0.57105 7.01289 -1.82580 0.02
C 0.65664 7.32082 -0.40144 -0.06
H 2.89716 4.77910 -2.76007 0.08
H 1.86353 4.56481 -1.34402 0.07
H 3.02169 5.85645 -1.30554 0.08
H -0.07579 7.59626 -2.32951 0.14
H 0.03884 8.20041 -0.24689 0.09
H 1.67976 7.57827 -0.11316 0.08
H 0.32872 6.50352 0.24054 0.04
C 1.13574 1.89917 -4.52669 0.02
C 2.55071 1.42361 -4.72952 -0.51
O 3.22444 1.07723 -3.75367 0.00
N 3.07712 1.44223 -5.96071 0.02
C 4.38991 0.91724 -6.28357 -0.06
H 0.73232 2.32843 -5.44902 0.09
H 1.18067 2.75745 -3.85453 0.07
H 0.45511 1.13648 -4.16174 0.08
H 2.58563 1.92920 -6.68963 0.14
H 4.45660 0.85470 -7.36714 0.09
H 4.49547 -0.08923 -5.87984 0.09
H 5.20486 1.52829 -5.89622 0.08
C -2.59491 -4.01874 2.00501 -0.02
C -3.36777 -3.77693 3.28919 -0.38
O -3.06263 -4.26437 4.37060 -0.15
N -4.44867 -3.00427 3.12934 0.05
C -5.34529 -2.62616 4.19222 -0.06
H -2.39157 -5.06523 1.79312 0.06
H -1.65898 -3.45635 2.05399 0.07
H -3.10500 -3.62872 1.12000 0.09
H -4.71254 -2.60107 2.23103 0.08
H -5.33457 -3.30543 5.04748 0.09
H -6.39776 -2.71361 3.91193 0.08
H -5.11835 -1.64174 4.60387 0.08
```


#2
The following is a DFT calculation (wB97M-V/def2-TZVPD) of 13 unconnected molecules or ions with the total composition C39H91N13O13.

Charge: 0
HOMO energy in Eh: -0.3287
2S+1: 1

Geometry as XYZ:
```
156
Properties=species:S:1:pos:R:3:lowdin_charge:R:1
C 17.33465 8.75597 12.78942 0.00
C 16.90890 9.63115 13.91073 -0.56
O 16.30858 9.12688 14.87387 -0.02
N 17.16235 10.96361 13.85991 0.01
C 18.10955 11.63971 13.02498 -0.08
H 17.11042 9.21686 11.81162 0.09
H 16.80957 7.81637 12.96974 0.09
H 18.39226 8.50999 12.94226 0.09
H 16.84773 11.44117 14.70306 0.12
H 17.94474 11.36036 11.98537 0.06
H 19.10567 11.36951 13.37569 0.09
H 17.94729 12.69728 13.07868 0.07
C 13.31792 10.81171 14.15461 -0.01
C 12.22333 10.00624 13.55246 -0.54
O 12.00499 10.00527 12.32941 0.02
N 11.38162 9.37515 14.41089 0.01
C 11.61537 8.83060 15.73696 -0.07
H 12.97504 11.40925 15.00736 0.09
H 13.83182 11.36544 13.36861 0.06
H 14.06675 10.08374 14.51785 0.07
H 10.59457 8.98435 13.90622 0.14
H 10.80801 9.13444 16.38272 0.07
H 12.54455 9.18046 16.14795 0.08
H 11.63334 7.75376 15.77672 0.08
C 14.99926 17.01736 12.57523 0.03
C 14.82482 15.60904 13.14934 -0.49
O 14.56511 14.65146 12.43042 0.01
N 14.95318 15.49765 14.51186 0.01
C 15.05634 14.24070 15.19631 -0.08
H 14.75020 17.81384 13.26674 0.06
H 14.49404 17.07524 11.62192 0.07
H 16.02750 17.16878 12.37000 0.06
H 14.90020 16.34176 15.04908 0.07
H 15.69585 14.39280 16.04896 0.06
H 15.35356 13.39501 14.55776 0.08
H 14.08543 13.86343 15.54030 0.08
C 19.31236 14.14166 18.27920 -0.01
C 17.82140 13.93164 18.60609 -0.52
O 17.21244 14.68051 19.38076 0.01
N 17.23067 12.81326 18.07548 0.01
C 15.81397 12.43107 18.25067 -0.04
H 19.48843 14.06988 17.19542 0.06
H 19.95136 13.42566 18.81898 0.09
H 19.64366 15.16309 18.52049 0.08
H 17.84800 12.19030 17.60422 0.12
H 15.69349 11.51553 18.82754 0.09
H 15.35103 12.35478 17.29108 0.05
H 15.34118 13.25425 18.74557 0.08
C 10.80472 12.60852 9.53458 0.00
C 11.84908 13.35473 8.77620 -0.52
O 12.51724 12.76858 7.86785 -0.04
N 12.03634 14.65838 9.06289 0.03
C 13.13389 15.44573 8.55667 -0.06
H 10.20966 11.98121 8.84136 0.10
H 10.15486 13.33590 10.03331 0.05
H 11.26802 11.97828 10.28964 0.07
H 11.37672 15.04088 9.75235 0.12
H 13.89139 15.65752 9.34741 0.07
H 12.74512 16.43431 8.31776 0.07
H 13.61453 15.10158 7.62779 0.10
C 17.94833 18.79368 9.35054 0.03
C 17.09322 17.51992 9.07454 -0.50
O 16.27688 17.57340 8.11256 -0.04
N 17.30018 16.45987 9.82655 0.03
C 16.68499 15.21320 9.60062 -0.07
H 18.30126 18.76886 10.40047 0.08
H 17.38175 19.69229 9.15731 0.06
H 18.77358 18.71648 8.65274 0.08
H 17.93888 16.55279 10.58847 0.08
H 16.26346 15.27168 8.57328 0.09
H 15.84936 15.00304 10.26491 0.06
H 17.27591 14.29876 9.59194 0.08
C 13.70703 19.86206 16.67121 0.01
C 14.77177 18.77666 16.77052 -0.50
O 15.06965 18.03793 15.84157 0.02
N 15.39934 18.74239 17.97829 0.01
C 16.44497 17.75928 18.24451 -0.06
H 13.31292 19.81663 15.65046 0.07
H 14.02756 20.89125 16.89677 0.08
H 12.86032 19.68071 17.33786 0.08
H 15.00285 19.19796 18.75734 0.12
H 16.00729 16.75881 18.27685 0.07
H 16.86392 17.98880 19.22987 0.09
H 17.19603 17.83985 17.48099 0.07
C 9.51530 21.99284 10.45901 -0.01
C 10.20092 20.84258 11.11832 -0.61
O 10.43657 20.85623 12.31033 0.03
N 10.51569 19.81425 10.33858 0.02
C 11.04021 18.56420 10.86668 -0.03
H 8.41894 21.92022 10.64193 0.10
H 9.72630 22.09548 9.39913 0.07
H 9.90476 22.90736 10.93356 0.09
H 10.12252 19.87639 9.39802 0.15
H 10.33308 17.77202 10.67936 0.07
H 11.22835 18.65322 11.93442 0.09
H 11.89430 18.35509 10.26680 0.04
C 14.41892 11.95843 10.59234 0.03
C 15.61419 11.87786 9.65946 -0.53
O 16.75289 11.72852 10.12344 -0.02
N 15.38905 11.90342 8.33158 0.04
C 16.49776 11.74968 7.38781 -0.07
H 13.48828 11.75994 10.07614 0.06
H 14.48988 12.98396 10.99403 0.07
H 14.57128 11.24428 11.39152 0.06
H 14.46411 12.11111 8.01470 0.08
H 17.19045 10.95247 7.70192 0.08
H 17.06392 12.66451 7.19516 0.07
H 16.07086 11.43798 6.42104 0.08
C 18.25724 16.26086 14.65976 0.03
C 18.93128 15.98875 13.31590 -0.55
O 18.76626 16.71618 12.36274 0.02
N 19.74788 14.93191 13.24127 0.02
C 20.37944 14.58240 11.94593 -0.04
H 17.19682 16.32964 14.45210 0.05
H 18.55320 17.26311 15.01033 0.10
H 18.45187 15.52249 15.42910 0.06
H 19.80736 14.30776 14.03808 0.12
H 21.38221 15.06788 11.81873 0.10
H 19.70258 14.87544 11.16040 0.06
H 20.53291 13.48289 11.83872 0.09
C 7.76661 14.39015 12.66250 0.00
C 9.20688 14.49275 12.17643 -0.57
O 9.46646 15.14463 11.19223 0.03
N 10.12575 13.87535 12.96215 0.03
C 11.52746 14.20775 12.75888 -0.05
H 7.64037 13.44904 13.23796 0.08
H 7.00504 14.39273 11.90544 0.07
H 7.70853 15.27119 13.34648 0.10
H 9.85753 13.35598 13.76823 0.12
H 11.85928 13.74648 11.82272 0.07
H 12.15001 13.76945 13.50851 0.06
H 11.63851 15.27799 12.77187 0.09
C 14.25025 19.60104 9.19274 0.02
C 14.36432 21.03832 9.79755 -0.54
O 15.35274 21.32002 10.39728 0.05
N 13.39988 21.94715 9.44160 0.02
C 13.43678 23.32420 9.90458 -0.06
H 15.08621 19.25381 8.58742 0.05
H 13.34611 19.49000 8.59896 0.06
H 14.05341 18.91342 10.05104 0.07
H 12.63150 21.51325 8.99571 0.10
H 14.44580 23.70351 9.70360 0.09
H 13.33105 23.36902 11.00632 0.07
H 12.61618 23.90678 9.48952 0.08
C 13.43454 21.09362 12.97834 0.00
C 14.19249 22.19770 13.74540 -0.55
O 13.91649 22.54436 14.88082 0.03
N 15.09411 22.82058 12.97862 0.02
C 15.73755 24.01784 13.58741 -0.06
H 12.93825 21.47218 12.07447 0.05
H 12.59730 20.76622 13.58187 0.06
H 14.10780 20.24059 12.78760 0.08
H 15.28474 22.47461 12.03707 0.09
H 16.37243 24.44637 12.81927 0.07
H 16.36478 23.85241 14.46085 0.08
H 14.96612 24.71305 13.91419 0.08
```


Tell me which of them is the most stable. Sure, it is #2.


#1
The following is a DFT calculation (wB97M-V/def2-TZVPD) of a gas-phase ion, C4H10NO2 (charge -1).

Charge: -1
HOMO energy in Eh: -0.0848
SMILES: [O-]CNCCCO
2S+1: 1

Geometry as XYZ:
```
17
Properties=species:S:1:pos:R:3:lowdin_charge:R:1
O -1.05298 -0.22736 -2.68140 -0.32
C -0.88017 -1.13714 -1.78705 -0.64
N 0.28712 -0.74967 -0.95347 -0.06
C 0.23192 -0.93970 0.46148 -0.27
C 0.03427 0.24135 1.42668 -0.21
C 0.26992 1.58322 0.88887 -0.31
O 1.63154 1.63267 0.47580 -0.12
H -0.87760 -2.19632 -2.24741 0.07
H -1.82518 -1.17949 -1.07128 0.08
H 0.46098 0.18257 -1.24875 0.04
H 1.16424 -1.25743 0.70465 0.05
H -0.38768 -1.84149 0.75929 0.13
H -0.97629 0.20409 1.77879 0.09
H 0.60265 -0.01195 2.32821 0.11
H -0.26853 1.92617 -0.00630 0.12
H 0.06585 2.45241 1.66401 0.14
H 1.51993 1.31807 -0.49211 0.11
```


#2
The following is a DFT calculation (wB97M-V/def2-TZVPD) of 2 unconnected molecules or ions with the total composition C4H10NO2.

Charge: -1
HOMO energy in Eh: -0.1286
2S+1: 1

Geometry as XYZ:
```
17
Properties=species:S:1:pos:R:3:lowdin_charge:R:1
C -1.43096 0.31382 1.19627 0.08
O 4.01046 0.14779 0.41450 -0.52
C -1.81985 -0.35325 0.00494 -0.61
C -0.52189 0.30750 -0.66346 -0.15
C 0.86919 -0.21100 -0.30188 -0.36
O 1.88558 0.32567 -1.06133 -0.11
N -2.95589 -0.17413 -0.73420 0.00
H -0.75456 -0.21730 1.87332 0.09
H -2.18003 0.83672 1.78020 0.08
H -1.62323 -1.46198 0.00939 0.17
H -0.67081 0.01610 -1.73097 0.13
H -0.54476 1.42121 -0.72923 0.13
H 0.99131 0.09488 0.74431 0.10
H 0.80487 -1.31594 -0.23996 0.12
H 2.78207 0.24642 -0.57816 0.00
H -3.56074 0.51056 -0.24972 0.00
H 4.71925 -0.48707 0.26597 -0.15
```


#3
The following is a DFT calculation (wB97M-V/def2-TZVPD) of 2 unconnected molecules or ions with the total composition C4H10NO2.

Charge: -1
HOMO energy in Eh: -0.1498
2S+1: 1

Geometry as XYZ:
```
17
Properties=species:S:1:pos:R:3:lowdin_charge:R:1
N -3.09931 -1.23601 1.03334 0.07
C -2.09320 -0.52576 0.31433 -0.87
O -1.75013 -1.03174 -0.77935 -0.11
O -1.63776 0.48419 0.88990 -0.09
H -3.62177 -0.70878 1.70878 0.04
H -3.70311 -1.83096 0.48482 0.05
C 1.02517 0.48994 -1.54686 -0.13
C 1.55388 1.04902 -0.22956 -0.34
C 1.82645 -0.05320 0.79421 -0.14
H 1.62650 -0.30746 -1.99437 0.06
H 0.90107 1.27995 -2.29705 0.06
H 0.03402 0.05936 -1.33086 0.04
H 0.78189 1.69643 0.18538 0.09
H 2.46823 1.64373 -0.37306 0.08
H 2.02326 0.33382 1.79737 0.06
H 0.95380 -0.70096 0.83290 0.06
H 2.71100 -0.64158 0.51009 0.06
```


#4
The following is a DFT calculation (wB97M-V/def2-TZVPD) of a gas-phase ion, C4H10NO2 (charge -1).

Charge: -1
HOMO energy in Eh: -0.1273
SMILES: C[C@@H](O)CNC[O-]
2S+1: 1

Geometry as XYZ:
```
17
Properties=species:S:1:pos:R:3:lowdin_charge:R:1
C 0.65122 2.15084 0.11718 -0.09
C 0.00774 0.77509 0.12814 -0.43
O -0.58933 0.80007 -1.18501 -0.15
C 0.92511 -0.46954 0.18260 -0.26
N 0.20345 -1.58202 0.70185 -0.07
C -1.18463 -1.71343 0.01125 -0.48
O -1.13478 -1.56391 -1.30424 -0.25
H 1.03785 2.44251 -0.85439 0.06
H 1.43101 2.50165 0.81049 0.06
H -0.08110 2.94528 0.33084 0.06
H -0.75752 0.68281 0.91875 0.12
H -0.85728 -0.18181 -1.35401 -0.02
H 1.42841 -0.56049 -0.79741 0.12
H 1.73278 -0.16480 0.87490 0.09
H 0.59231 -2.47563 0.41804 0.07
H -1.56072 -2.64301 0.53206 0.09
H -1.84453 -0.94359 0.46897 0.08
```


Tell me which of them is the most stable. Sure, it is #3.